1.
Molecular formula: C4H8FN
Method: DFT, ωB97M-V with the def2-TZVPD basis set

Each line ends with the Mulliken charge.
Positions of all 14 atoms, in Å:
F: -2.062 -0.102 -0.565  -0.3436
N: 1.130 -0.622 0.059  -0.4250
C: -0.118 -1.253 0.086  -0.7003
C: 0.931 0.688 -0.476  -0.5113
C: -0.324 1.257 0.339  -0.7147
C: -1.123 -0.137 0.407  0.2434
H: 0.050 1.490 1.306  0.3010
H: -0.045 -1.989 0.881  0.3050
H: 1.935 1.208 -0.291  0.2911
H: -1.734 -0.367 1.262  0.2916
H: -0.352 -1.660 -0.913  0.3256
H: -0.788 2.103 -0.121  0.3736
H: 1.784 -1.254 -0.438  0.2482
H: 0.718 0.638 -1.535  0.3153

**M**: 89.11 g/mol
**SMILES**: F[C@@H]1CCNC1
**E**: -8484.37000 eV
**Kohn-Sham gap**: 9.943 eV
**LUMO level**: 1.1093 eV

***

2.
Molecular formula: C4H8FN4
Method: DFT, ωB97M-V with the def2-TZVPD basis set

Each line ends with the Mulliken charge.
Positions of all 17 atoms, in Å:
F: 3.315 1.165 0.341  -0.3089
N: 1.975 -0.698 -0.097  -0.4725
N: -0.449 -0.699 -0.007  -0.1659
N: 0.831 -2.640 0.230  -0.3772
N: -1.694 1.226 0.417  -0.3307
C: 0.892 -1.320 0.013  0.4269
C: 2.106 0.686 -0.335  0.1680
C: 0.712 1.444 -0.058  -0.9251
C: -0.606 0.600 0.051  0.6560
H: -2.541 0.735 0.673  0.2318
H: 0.809 2.023 0.866  0.4306
H: -1.695 2.230 0.530  0.2519
H: 0.572 2.161 -0.871  0.4587
H: -0.019 -3.167 0.126  0.1837
H: 2.373 0.837 -1.394  0.2200
H: 1.700 -3.149 0.195  0.2713
H: -1.227 -1.320 0.190  0.2814

**M**: 131.13 g/mol
**SMILES**: NC1=N[C@H](F)CC(=[NH2+])N1
**Total charge**: +1
**E**: -12949.18022 eV
**Kohn-Sham gap**: 9.609 eV
**LUMO level**: -4.0013 eV

***

3.
Molecular formula: C4H8I2
Method: DFT, ωB97M-V with the def2-TZVPD basis set

Each line ends with the Mulliken charge.
Positions of all 14 atoms, in Å:
I: -2.090 1.179 1.449  0.0332
I: 2.612 -1.161 -0.042  0.0054
C: 0.371 1.028 -0.997  -1.1301
C: 0.455 -0.063 0.069  0.1973
C: -0.534 -1.165 -0.495  -1.3601
C: -0.085 0.254 1.457  -1.0966
H: 0.975 1.839 -0.587  0.3543
H: -0.310 -0.570 2.248  0.4388
H: -1.565 -1.057 -0.382  0.4157
H: -0.714 1.378 -1.095  0.2838
H: -0.370 -2.082 -0.100  0.4876
H: -0.252 -1.182 -1.536  0.3966
H: 0.601 0.869 1.882  0.5139
H: 0.907 0.731 -1.872  0.4602

**M**: 309.92 g/mol
**SMILES**: CC(C)(I)CI
**E**: -20477.62532 eV
**Kohn-Sham gap**: 8.700 eV
**LUMO level**: -0.9126 eV

***

4.
Molecular formula: C4H8IMnNOS3Sb
Method: DFT, ωB97M-V with the def2-TZVPD basis set

Each line ends with the Mulliken charge.
Positions of all 20 atoms, in Å:
I: -0.432 0.687 -3.979  -0.2797
Sb: 1.533 -0.602 2.675  0.3132
Mn: 0.060 0.236 -0.263  0.1427
S: 2.152 -0.653 0.300  -0.5716
S: -0.692 0.214 1.977  -0.5702
S: 1.255 -2.792 3.379  -0.8611
O: -1.638 -1.462 -1.069  -0.6220
N: -3.258 -1.535 0.512  -0.5610
C: 0.830 0.400 -2.201  -0.9904
C: -1.579 1.458 -0.684  -0.8958
C: -2.840 0.573 -0.727  -0.4063
C: -2.513 -0.881 -0.443  0.5913
H: -3.630 0.913 -0.050  0.2340
H: -3.518 -0.931 1.279  0.2896
H: -1.648 2.173 0.138  0.4049
H: 1.357 -0.520 -2.448  0.4144
H: -1.466 1.998 -1.624  0.3748
H: -3.262 0.567 -1.738  0.2368
H: 1.539 1.224 -2.289  0.4538
H: -2.768 -2.357 0.844  0.3028

**M**: 485.92 g/mol
**Total charge**: -2
**E**: -86282.63880 eV
**Kohn-Sham gap (alpha / beta)**: 4.679 / 4.757 eV
**2S+1**: 5
**LUMO level (alpha / beta)**: 4.3142 / 4.3118 eV
**Expectation value of S²**: 6.13

***

5.
Molecular formula: C4H8IN2
Method: DFT, ωB97M-V with the def2-TZVPD basis set

Each line ends with the Mulliken charge.
Positions of all 15 atoms, in Å:
I: 1.826 -1.862 -1.193  0.2251
N: 0.783 2.049 -0.345  -0.6046
N: -0.862 -0.570 1.052  -0.0108
C: -1.477 -0.684 -0.227  -0.6345
C: 0.917 -0.039 -1.392  -0.9610
C: 0.640 0.787 -0.333  1.0207
C: 0.418 0.278 1.084  -0.8215
H: 1.252 -0.386 1.428  0.3070
H: -1.615 -0.187 1.693  0.3801
H: -2.353 0.000 -0.399  0.3221
H: -0.535 -1.526 1.305  0.4017
H: 0.910 2.372 -1.334  0.2775
H: 0.901 0.363 -2.392  0.4663
H: -1.378 -1.639 -0.817  0.2957
H: 0.573 1.042 1.870  0.3363

**M**: 211.03 g/mol
**Total charge**: +1
**E**: -15347.15031 eV
**Kohn-Sham gap (alpha / beta)**: 7.441 / 8.716 eV
**LUMO level (alpha / beta)**: -5.0981 / -5.1565 eV

***

6.
Molecular formula: C4H8IN2
Method: DFT, ωB97M-V with the def2-TZVPD basis set

Each line ends with the Mulliken charge.
Positions of all 15 atoms, in Å:
I: 1.229 -0.332 3.002  0.2683
N: 1.069 -0.728 -1.345  -0.4990
N: -1.834 1.010 -0.035  -0.3061
C: 0.238 0.247 -1.407  -0.0153
C: -0.310 0.855 -0.164  -0.5479
C: 1.564 -1.203 0.034  -0.5779
C: 0.614 -0.844 1.136  -0.4197
H: -2.152 1.995 -0.148  0.3734
H: -0.046 0.636 -2.367  0.4310
H: -0.315 -1.456 1.065  0.4153
H: 2.545 -0.859 0.025  0.4480
H: 0.375 1.706 0.120  0.3356
H: 1.489 -2.212 -0.028  0.3337
H: -2.416 0.439 -0.768  0.4282
H: -2.050 0.746 0.879  0.3327

**M**: 211.03 g/mol
**Total charge**: +1
**E**: -15347.70519 eV
**Kohn-Sham gap (alpha / beta)**: 8.475 / 8.473 eV
**LUMO level (alpha / beta)**: -4.3345 / -4.3350 eV

***

7.
Molecular formula: C4H8IN2
Method: DFT, ωB97M-V with the def2-TZVPD basis set

Each line ends with the Mulliken charge.
Positions of all 15 atoms, in Å:
I: -3.369 0.430 0.007  0.3457
N: 0.964 -0.801 -0.942  -0.3821
N: 0.339 1.034 0.385  -0.1507
C: -1.962 -0.983 0.271  -0.2032
C: -1.755 -2.228 0.579  -0.3549
C: 0.157 -0.064 -0.251  0.2602
C: 1.480 2.000 0.145  -1.0366
H: 1.605 2.209 -0.857  0.3844
H: 0.720 -1.482 -1.635  0.2761
H: -2.716 -2.771 0.615  0.2757
H: 2.068 -0.762 -1.050  0.2762
H: -0.518 1.508 0.794  0.2934
H: 2.496 1.648 0.700  0.2721
H: -0.776 -2.610 0.658  0.3099
H: 1.267 2.871 0.582  0.4339

**M**: 211.03 g/mol
**Total charge**: +1
**E**: -15347.71405 eV
**Kohn-Sham gap (alpha / beta)**: 8.783 / 8.782 eV
**LUMO level (alpha / beta)**: -4.5276 / -4.5278 eV

***

8.
Molecular formula: C4H8IN2S
Method: DFT, ωB97M-V with the def2-TZVPD basis set

Each line ends with the Mulliken charge.
Positions of all 16 atoms, in Å:
I: -2.489 -0.190 1.717  -0.1115
S: 1.416 -0.679 1.911  0.0847
N: 0.544 -0.872 -0.741  -0.1389
N: 0.392 1.250 0.270  -0.4313
C: 0.086 0.388 -0.642  0.6324
C: 1.487 -1.465 0.199  -0.5311
C: -0.942 0.774 -1.608  -0.9919
C: 0.938 0.907 1.414  -0.0434
H: 0.952 1.687 2.125  0.4390
H: 2.537 -1.568 -0.207  0.3715
H: -1.871 0.282 -1.257  0.2436
H: 1.309 -2.582 0.433  0.3629
H: -2.721 1.348 2.275  0.1659
H: 0.376 -1.486 -1.514  0.2717
H: -0.893 0.333 -2.652  0.3491
H: -1.120 1.872 -1.722  0.3272

**M**: 243.09 g/mol
**Total charge**: +1
**E**: -26186.01089 eV
**Kohn-Sham gap**: 7.882 eV
**LUMO level**: -5.4738 eV

***

9.
Molecular formula: C4H8IP
Method: DFT, ωB97M-V with the def2-TZVPD basis set

Each line ends with the Mulliken charge.
Positions of all 14 atoms, in Å:
I: -0.726 2.633 1.522  -0.0512
P: -0.104 -1.988 1.207  -0.1566
C: 0.513 -0.411 -1.133  -0.6906
C: 0.374 -0.337 0.440  -0.0785
C: -0.135 1.013 -1.166  -0.4733
C: -0.661 0.796 0.227  -0.6016
H: 0.774 1.656 -1.138  0.2857
H: 1.576 -0.417 -1.653  0.2596
H: 1.006 -2.136 2.121  0.0493
H: -1.733 0.410 0.115  0.4079
H: 1.310 0.033 0.855  0.3602
H: -1.078 -1.411 2.157  0.0457
H: -0.200 -0.976 -1.643  0.3294
H: -0.916 1.137 -1.912  0.3139

**M**: 213.99 g/mol
**SMILES**: P[C@H]1CC[C@@H]1I
**E**: -21665.09194 eV
**Kohn-Sham gap**: 9.659 eV
**LUMO level**: 0.2459 eV

***

10.
Molecular formula: C4H8N
Method: DFT, ωB97M-V with the def2-TZVPD basis set

Each line ends with the Mulliken charge.
Positions of all 13 atoms, in Å:
N: -0.555 0.438 -0.512  -0.0916
C: -1.670 -0.090 -0.159  0.6242
C: 1.616 -0.689 -0.121  -1.0871
C: 0.648 0.406 0.381  -0.3061
C: -2.731 -0.672 0.185  -0.6899
H: 0.999 -1.472 -0.325  0.4099
H: 2.153 -1.000 0.797  0.3195
H: -2.724 -1.741 0.149  0.2804
H: 0.301 0.123 1.369  0.3153
H: 2.397 -0.542 -0.902  0.3302
H: 1.262 1.309 0.593  0.3023
H: -0.361 0.514 -1.458  0.2974
H: -3.795 -0.209 0.367  0.2956

**M**: 70.11 g/mol
**SMILES**: C=C=[NH+]CC
**Total charge**: +1
**E**: -5758.43332 eV
**Kohn-Sham gap**: 11.580 eV
**LUMO level**: -4.8938 eV

***

11.
Molecular formula: C4H8N
Method: DFT, ωB97M-V with the def2-TZVPD basis set

Each line ends with the Mulliken charge.
Positions of all 13 atoms, in Å:
N: 0.731 1.377 0.060  -0.0475
C: -0.728 3.440 0.583  -0.4052
C: -0.135 2.415 0.404  0.5056
C: -0.412 -1.572 -0.364  -1.1448
C: 0.995 0.303 0.710  -1.0265
H: 0.468 -2.091 -0.676  0.3020
H: -0.593 -0.786 -0.964  0.3540
H: 0.665 0.287 1.813  0.3704
H: 1.324 1.365 -0.845  0.3792
H: -0.247 -1.025 0.606  0.3399
H: -1.409 4.352 0.770  0.3866
H: 1.645 -0.388 0.405  0.6483
H: -1.201 -2.271 -0.285  0.3380

**M**: 70.11 g/mol
**Total charge**: +1
**E**: -5752.35101 eV
**Kohn-Sham gap (alpha / beta)**: 7.475 / 7.129 eV
**2S+1**: 3
**LUMO level (alpha / beta)**: -4.2340 / -9.5311 eV
**Expectation value of S²**: 2.01

***

12.
Molecular formula: C4H8N2
Method: DFT, ωB97M-V with the def2-TZVPD basis set

Each line ends with the Mulliken charge.
Positions of all 14 atoms, in Å:
N: 0.794 -0.267 0.209  -0.2354
N: -0.323 1.928 0.131  -0.4493
C: 0.340 1.015 0.691  0.1017
C: -0.919 1.534 -1.054  -0.5797
C: 0.925 -1.440 1.000  -0.4354
C: -0.072 -1.384 -0.120  -0.5647
H: 1.868 -1.895 0.824  0.2530
H: 0.401 -1.355 1.935  0.3340
H: -1.434 2.381 -1.706  0.2568
H: -1.553 0.488 -0.930  0.1282
H: 0.286 -1.868 -1.068  0.2260
H: -0.019 1.082 -1.705  0.2375
H: -1.102 -1.449 0.118  0.3870
H: 0.807 1.231 1.676  0.3402

**M**: 84.12 g/mol
**SMILES**: C/N=C\N1CC1
**E**: -7254.87415 eV
**Kohn-Sham gap**: 10.152 eV
**LUMO level**: 0.9061 eV

***

13.
Molecular formula: C4H8N2
Method: DFT, ωB97M-V with the def2-TZVPD basis set

Each line ends with the Mulliken charge.
Positions of all 14 atoms, in Å:
N: 0.544 0.648 0.133  -0.3291
N: -1.760 1.677 0.017  -0.5140
C: -1.141 -0.762 0.242  -0.5463
C: 1.604 -1.519 -0.611  -0.8889
C: 0.765 -0.960 0.314  -0.1415
C: -0.969 0.544 0.179  0.1299
H: 0.931 0.936 -0.766  0.3506
H: -1.596 2.244 -0.804  0.2441
H: 0.904 -1.209 1.358  0.2919
H: -2.104 -1.260 0.234  0.3600
H: 1.063 1.108 0.884  0.3428
H: 1.520 -1.266 -1.663  0.2247
H: -1.893 2.248 0.840  0.2456
H: 2.131 -2.429 -0.357  0.2302

**M**: 84.12 g/mol
**E**: -7252.81405 eV
**Kohn-Sham gap**: 6.775 eV
**LUMO level**: 0.5293 eV

***

14.
Molecular formula: C4H8N2
Method: DFT, ωB97M-V with the def2-TZVPD basis set

Each line ends with the Mulliken charge.
Positions of all 14 atoms, in Å:
N: -0.895 0.032 0.537  -0.4717
N: 1.326 -0.004 1.097  -0.0320
C: -0.040 -0.198 1.671  -0.4592
C: 1.425 -0.091 -0.210  -0.4295
C: -0.487 0.306 -1.906  -1.4447
C: -0.034 -0.343 -0.610  0.5007
H: -0.239 0.477 2.507  0.3336
H: 0.146 -0.029 -2.733  0.3645
H: -1.526 0.041 -2.126  0.3454
H: -0.412 1.398 -1.848  0.3555
H: -0.092 -1.440 -0.724  0.2037
H: -1.063 1.034 0.468  0.3092
H: 2.134 0.097 1.698  0.1685
H: -0.131 -1.237 2.015  0.2560

**M**: 84.12 g/mol
**E**: -7256.02494 eV
**Kohn-Sham gap**: 9.368 eV
**LUMO level**: 0.9838 eV

***

15.
Molecular formula: C4H8N2
Method: DFT, ωB97M-V with the def2-TZVPD basis set

Each line ends with the Mulliken charge.
Positions of all 14 atoms, in Å:
N: 1.852 -0.896 -0.045  -0.6321
N: 0.958 2.460 -0.523  -0.4435
C: -1.809 0.236 0.091  -1.1346
C: -0.580 -0.621 -0.193  -0.5035
C: 0.740 -0.034 0.332  0.2339
C: 0.881 1.374 -0.128  0.1362
H: -1.712 1.233 -0.351  0.3538
H: 2.655 -0.765 0.558  0.2593
H: 2.147 -0.718 -1.001  0.2597
H: -0.473 -0.786 -1.272  0.2643
H: -1.975 0.361 1.168  0.2893
H: -2.704 -0.230 -0.332  0.3365
H: -0.672 -1.609 0.271  0.3000
H: 0.692 -0.006 1.427  0.2808

**M**: 84.12 g/mol
**SMILES**: CC[C@@H](N)C#N
**E**: -7257.65350 eV
**Kohn-Sham gap**: 11.164 eV
**LUMO level**: 0.8887 eV

***

16.
Molecular formula: C4H8N2
Method: DFT, ωB97M-V with the def2-TZVPD basis set

Each line ends with the Mulliken charge.
Positions of all 14 atoms, in Å:
N: 2.361 -0.679 0.006  -0.3168
N: 1.072 -1.073 -0.259  -0.1971
C: -0.047 -0.651 -0.010  -0.0881
C: 2.631 0.749 0.095  -0.7637
C: -2.919 -0.858 0.041  -0.3618
C: -3.324 0.362 -0.098  -0.4318
H: 2.443 1.401 -0.866  0.2237
H: -2.732 1.163 -0.274  0.2570
H: -0.384 0.093 0.720  0.1808
H: 3.647 0.761 0.166  0.3256
H: -4.330 0.738 -0.088  0.2530
H: 2.769 -1.178 -0.765  0.2723
H: 2.063 1.036 1.025  0.3506
H: -3.250 -1.863 0.306  0.2963

**M**: 84.12 g/mol
**E**: -7250.24449 eV
**Kohn-Sham gap (alpha / beta)**: 8.691 / 8.292 eV
**LUMO level (alpha / beta)**: 0.3945 / 0.6034 eV

***

17.
Molecular formula: C4H8N2
Method: DFT, ωB97M-V with the def2-TZVPD basis set

Each line ends with the Mulliken charge.
Positions of all 14 atoms, in Å:
N: -1.155 0.213 -0.918  -0.4719
N: 2.094 1.714 -1.504  -0.5753
C: -0.265 -0.109 0.050  0.9138
C: 1.473 0.909 -0.918  0.0230
C: -0.460 0.541 1.383  -1.4768
C: 0.425 -1.431 -0.061  -1.0987
H: 0.227 0.190 2.157  0.3614
H: -1.317 1.211 -0.992  0.3136
H: -0.313 -2.223 -0.303  0.3262
H: 0.934 -1.758 0.880  0.2964
H: -0.964 -0.161 -1.844  0.2941
H: -0.365 1.618 1.280  0.3631
H: -1.480 0.302 1.704  0.4059
H: 1.167 -1.014 -0.914  0.3252

**M**: 84.12 g/mol
**E**: -7255.13039 eV
**Kohn-Sham gap**: 9.377 eV
**LUMO level**: -0.1057 eV

***

18.
Molecular formula: C4H8N2
Method: DFT, ωB97M-V with the def2-TZVPD basis set

Each line ends with the Mulliken charge.
Positions of all 14 atoms, in Å:
N: -3.388 0.065 -0.026  -0.4527
N: -2.256 0.205 0.500  -0.0301
C: 1.012 -0.879 -0.601  -0.6400
C: 0.384 0.513 -0.641  -0.0486
C: 1.852 -0.154 0.604  -0.3096
C: 1.041 1.094 0.361  -0.6755
H: 0.328 -1.729 -0.386  0.2164
H: -3.523 -0.847 -0.484  0.2368
H: 1.664 -1.190 -1.465  0.2223
H: 1.838 -0.799 1.589  0.2523
H: 2.836 -0.153 0.195  0.2104
H: 0.810 1.993 0.884  0.3977
H: -2.280 1.158 0.951  0.2425
H: -0.318 0.723 -1.481  0.3780

**M**: 84.12 g/mol
**E**: -7253.65612 eV
**Kohn-Sham gap**: 9.798 eV
**LUMO level**: 0.7062 eV

***

19.
Molecular formula: C4H8N2
Method: DFT, ωB97M-V with the def2-TZVPD basis set

Each line ends with the Mulliken charge.
Positions of all 14 atoms, in Å:
N: -0.129 -0.509 -0.640  -0.3067
N: -2.890 0.166 1.467  -0.4107
C: -2.312 0.044 0.469  0.3719
C: 0.532 0.230 0.421  -0.3527
C: 2.038 0.190 0.224  -1.2249
C: -1.512 -0.156 -0.804  -0.5674
H: 2.551 0.707 1.039  0.3585
H: 2.315 0.662 -0.724  0.3171
H: -2.091 -0.880 -1.393  0.3548
H: -1.410 0.758 -1.373  0.2694
H: 0.095 -1.487 -0.697  0.2540
H: 2.386 -0.847 0.204  0.3175
H: 0.184 1.276 0.394  0.3152
H: 0.245 -0.153 1.412  0.3040

**M**: 84.12 g/mol
**SMILES**: CCNCC#N
**E**: -7257.10453 eV
**Kohn-Sham gap**: 10.314 eV
**LUMO level**: 0.8981 eV

***

20.
Molecular formula: C4H8N2
Method: DFT, ωB97M-V with the def2-TZVPD basis set

Each line ends with the Mulliken charge.
Positions of all 14 atoms, in Å:
N: 0.672 0.053 -0.546  -0.1911
N: -1.287 0.870 0.127  -0.5461
C: 2.028 -0.054 0.234  -0.9336
C: -0.145 -1.091 -0.115  -0.5977
C: -1.613 -0.517 0.099  -0.3555
C: -0.077 1.135 -0.017  -0.0100
H: 0.310 2.096 -0.108  0.4274
H: -2.245 -0.624 -0.768  0.2784
H: 2.211 -1.110 0.311  0.3230
H: 0.153 -1.987 -0.686  0.3767
H: 0.061 -1.283 0.931  0.3167
H: 2.979 0.425 -0.238  0.2409
H: -2.096 -0.980 1.024  0.2596
H: 1.772 0.163 1.263  0.4113

**M**: 84.12 g/mol
**SMILES**: CN1C=NCC1
**E**: -7255.96952 eV
**Kohn-Sham gap**: 9.909 eV
**LUMO level**: 0.9798 eV